A structure of composition C48H41BrCoN5O5S3. Source: the OMol25 dataset; level of theory: ωB97M-V/def2-TZVPD.

```
104
Properties=species:S:1:pos:R:3:lowdin_spin:R:1
Co 15.9068 -8.7269 20.3700 2.6991
N 17.5954 -9.0023 21.4521 0.0556
N 17.0898 -9.4584 22.6967 0.0066
C 16.0633 -10.3907 22.7543 0.0134
N 16.1083 -11.3733 23.7369 0.0073
S 14.8163 -10.3960 21.6205 0.0633
H 18.2430 -9.7126 20.9476 0.0025
H 17.9979 -8.1042 21.6047 0.0033
H 17.7767 -9.4444 23.4675 0.0010
H 16.8623 -11.3003 24.4178 0.0005
H 15.7041 -12.2706 23.4673 0.0009
C 10.6354 -11.0116 19.4639 -0.0001
C 11.9774 -10.5254 18.7972 -0.0004
C 12.2542 -9.1941 18.4025 0.0010
C 13.4701 -8.8247 17.8264 0.0031
C 14.5094 -9.7272 17.5473 0.0060
C 14.2387 -11.0336 17.9004 0.0002
C 13.0680 -11.3546 18.5731 0.0005
S 16.3359 -9.1091 17.2033 0.0092
O 16.8585 -9.1404 18.6530 0.0528
C 17.1123 -10.5162 16.3717 0.0025
C 16.2569 -11.2893 15.5417 0.0006
C 16.7442 -12.2907 14.7462 0.0001
C 18.1468 -12.6363 14.6987 0.0000
C 18.6882 -13.6890 13.9285 0.0000
C 20.0675 -13.9128 13.8296 0.0000
C 20.8954 -13.0722 14.5155 0.0000
C 20.4250 -12.0744 15.3819 0.0000
C 19.0454 -11.8754 15.5583 0.0000
C 18.5058 -10.7681 16.3636 0.0003
C 19.4833 -9.9145 17.0594 0.0002
C 19.9288 -8.6473 16.6202 0.0001
C 19.3347 -8.0522 15.5004 0.0000
C 19.7545 -6.8416 15.0354 0.0000
C 20.8598 -6.1619 15.5950 0.0000
C 21.4074 -6.6799 16.7779 0.0000
C 20.9507 -7.9205 17.3024 0.0000
C 21.4268 -8.4242 18.5717 0.0001
C 20.9389 -9.6335 19.0158 0.0000
C 19.9101 -10.3338 18.3137 0.0002
S 19.2366 -11.7574 19.2588 0.0001
O 18.7004 -11.2279 20.5715 0.0003
C 20.7822 -12.5127 19.7599 0.0000
C 21.7387 -12.9893 18.8858 0.0000
C 22.9349 -13.4557 19.3472 0.0000
C 23.1901 -13.4671 20.7246 0.0000
C 24.6009 -13.6214 21.1679 0.0000
C 22.1764 -13.2403 21.6424 0.0000
C 20.9185 -12.8004 21.1542 0.0000
H 10.0767 -10.1485 19.8424 0.0000
H 10.8817 -11.6951 20.2894 0.0000
H 9.9485 -11.4782 18.7325 0.0000
H 11.4803 -8.4057 18.4208 0.0000
H 13.6669 -7.7411 17.5309 0.0000
H 15.0365 -11.7627 17.7838 0.0000
H 13.0577 -12.3912 18.9322 0.0001
H 15.2198 -11.1160 15.5963 0.0001
H 16.0674 -12.8456 14.0659 0.0000
H 17.9757 -14.2505 13.3423 0.0000
H 20.4977 -14.7278 13.2371 0.0000
H 21.9649 -13.0601 14.2750 0.0000
H 21.1674 -11.4619 15.8920 0.0000
H 18.7038 -8.6547 14.8145 0.0000
H 19.2349 -6.3027 14.1918 0.0000
H 21.3549 -5.3027 15.1418 0.0000
H 22.1921 -6.2121 17.3657 0.0000
H 22.0735 -7.7883 19.1766 0.0000
H 21.3474 -10.0097 19.9777 0.0000
H 21.6135 -13.0140 17.8179 0.0000
H 23.7671 -13.6021 18.5963 0.0000
H 24.6507 -13.8849 22.2369 0.0000
H 25.2968 -12.7455 20.9503 0.0000
H 24.9898 -14.5019 20.5929 0.0000
H 22.3986 -13.3015 22.6681 0.0000
H 20.2097 -12.5019 21.8871 0.0000
Br 19.6031 -1.4716 21.6930 0.0030
C 18.0094 -1.1255 20.9566 0.0052
C 17.8751 -0.0867 19.9949 -0.0009
C 16.8368 -0.1686 19.0658 0.0096
C 15.8031 -1.1185 19.2615 0.0379
C 15.8194 -1.9251 20.4064 0.0097
C 16.9067 -1.9612 21.2686 0.0055
C 14.5334 -1.1074 18.4650 0.0512
O 13.6441 -2.0246 18.6424 0.0865
O 14.3518 -0.0752 17.7485 0.7870
H 18.5989 0.7622 20.0890 -0.0001
H 16.7905 0.4779 18.2085 0.0017
H 15.0269 -2.6376 20.6715 0.0008
H 16.9479 -2.7429 22.1280 0.0002
N 11.1501 -3.5214 20.1442 0.0005
C 11.3648 -4.5198 21.0307 0.0002
O 10.5288 -4.8465 21.9055 0.0006
C 12.6381 -5.3832 20.9663 0.0023
C 13.6322 -5.2384 20.0221 0.0017
C 14.7298 -6.0591 20.0156 0.0097
N 14.8468 -7.0925 20.8920 0.0443
C 13.9228 -7.2230 21.8947 0.0083
C 12.8193 -6.4325 21.8637 0.0008
H 10.2480 -3.0461 20.1708 0.0000
H 11.8679 -3.1293 19.5180 0.0006
H 13.5305 -4.4226 19.2432 0.0011
H 15.5620 -5.9571 19.3560 0.0017
H 14.0574 -7.9610 22.6797 0.0005
H 12.0080 -6.5693 22.5692 0.0003
```

Calculated values
Kohn-Sham gap (spin up / spin down) in eV: 7.4583 / 5.4199
HOMO level (spin up / spin down) in eV: -12.56 / -12.56
Total charge: +2
Energy above the lowest of the compared OMol25 structures with the same formula, charge and spin in kcal per mole: 0.0
Multiplicity: 5

***

A cluster of 13 separate species, C28H69BBrN14O28P in total. Source: the OMol25 dataset; level of theory: ωB97M-V/def2-TZVPD.

```
142
Properties=species:S:1:pos:R:3:lowdin_charge:R:1
C 1.1139 1.2468 -0.3573 -0.1282
C 2.5751 1.0460 -1.0846 -0.2508
C 2.7141 -0.4039 -1.8982 -0.2100
C 4.3015 -0.6825 -2.2154 -0.2101
C 4.8241 -2.1842 -1.7020 -0.2051
C 4.1390 -3.3568 -2.6264 -0.2357
C 4.9170 -4.7997 -2.6023 -0.2087
C 3.9379 -6.1023 -2.9127 -0.1985
C 3.0399 -5.9540 -4.2768 -0.2017
C 1.4066 -6.0832 -4.0321 -0.1635
C 0.8165 -4.5537 -4.0033 -0.1055
C -0.4040 -4.2969 -2.9398 -0.2888
C -0.8942 -2.7609 -3.3852 -0.1845
N -2.3439 -2.4764 -3.0308 -0.0201
O -1.5292 -5.2885 -2.8850 -0.0310
C -2.3658 -5.4153 -1.6455 -0.2164
O -3.5053 -6.0990 -1.4585 -0.0169
C -1.5040 -4.5365 -0.5611 -0.3411
P -2.3866 -3.2102 0.5106 0.6483
O -1.3219 -1.7881 0.4919 -0.4224
Br -4.4432 -2.6626 -0.3624 0.2318
C -0.0900 -4.1043 -1.3427 -0.1166
B 0.9945 -5.0784 -0.5817 -0.4543
N 2.2393 -4.4748 0.1130 0.1377
O 0.9161 -6.5740 -0.5193 -0.0046
H 1.1098 0.7006 0.6957 0.0685
H 0.2001 0.8419 -0.9679 0.0686
H 0.9726 2.4065 -0.2017 0.0611
H 3.4110 1.0640 -0.2538 0.1082
H 2.7169 1.9244 -1.8726 0.1003
H 2.1973 -1.2427 -1.2379 0.1039
H 2.0858 -0.2834 -2.8804 0.0982
H 4.4835 -0.6299 -3.3935 0.1064
H 4.9430 0.1648 -1.7062 0.1041
H 4.4609 -2.2855 -0.5714 0.1075
H 5.9998 -2.2066 -1.6727 0.1098
H 3.0579 -3.5362 -2.2148 0.0817
H 4.0589 -2.9231 -3.7185 0.1043
H 5.8273 -4.7379 -3.3720 0.1181
H 5.4154 -4.8885 -1.5213 0.1151
H 4.6846 -7.0133 -3.1066 0.1105
H 3.2952 -6.4234 -1.9786 0.1000
H 3.3133 -6.8429 -5.0244 0.1118
H 3.3274 -4.9241 -4.8068 0.1119
H 0.9847 -6.6473 -4.9953 0.1218
H 1.1123 -6.7490 -3.1158 0.1128
H 0.3604 -4.3567 -5.0888 0.1281
H 1.6315 -3.7136 -3.8551 0.1132
H -0.1385 -1.9592 -2.9254 0.1281
H -0.8142 -2.5972 -4.5648 0.0943
H -2.8230 -2.0592 -3.8833 0.0924
H -2.3278 -1.6991 -2.3317 0.0239
H -1.2589 -5.3636 0.2645 0.1242
H -1.3643 -1.3407 -0.4089 0.0325
H 0.3490 -3.0238 -1.0868 0.1274
H 1.9750 -3.6399 0.6808 0.0633
H 2.7421 -5.2012 0.6707 0.0832
H 0.7250 -6.8827 0.4149 0.1113
C 1.5723 5.7931 -0.3051 -0.0021
N 1.8662 5.1334 -1.6059 -0.3989
O 2.8165 4.3429 -1.6377 0.0198
O 1.1346 5.4278 -2.5584 0.0495
H 2.2906 5.4426 0.4391 0.0780
H 1.6657 6.8708 -0.4537 0.0956
H 0.5551 5.5183 -0.0186 0.0899
C -0.6246 4.8246 3.5958 0.0149
N 0.3989 5.2900 2.6214 -0.3980
O 0.5978 6.5082 2.5480 0.0676
O 0.9737 4.4193 1.9577 0.0089
H -1.0466 5.6927 4.1067 0.0767
H -1.3967 4.2943 3.0347 0.0982
H -0.1257 4.1634 4.3072 0.1079
C -6.0827 -3.9868 -3.3251 0.0018
N -6.8576 -4.8695 -4.2384 -0.4251
O -6.3689 -5.9727 -4.5089 0.0600
O -7.9347 -4.4300 -4.6579 0.0373
H -5.1623 -4.4985 -3.0360 0.0673
H -5.8582 -3.0666 -3.8683 0.0973
H -6.7056 -3.7898 -2.4502 0.0849
C 0.8625 -0.4460 -7.6287 0.0333
N 0.8666 -1.3889 -6.4778 -0.3831
O 1.8696 -1.3952 -5.7547 0.0438
O -0.1373 -2.0963 -6.3328 0.0277
H 1.8029 0.1093 -7.6338 0.0826
H 0.7596 -1.0387 -8.5399 0.0960
H 0.0158 0.2308 -7.4972 0.1075
C 5.7045 6.4626 -1.1887 0.0422
N 5.2295 7.3268 -0.0746 -0.4112
O 6.0889 7.8187 0.6661 0.0602
O 4.0074 7.4870 0.0250 0.0395
H 6.7948 6.4108 -1.1555 0.0960
H 5.2668 5.4724 -1.0472 0.0911
H 5.3682 6.9157 -2.1235 0.1052
C -4.1901 4.1003 6.3138 0.0219
N -3.1666 4.5657 5.3394 -0.3540
O -2.9676 5.7840 5.2660 0.0523
O -2.5918 3.6950 4.6756 0.0201
H -4.6121 4.9684 6.8247 0.0983
H -4.9621 3.5700 5.7526 0.0692
H -3.6911 3.4391 7.0252 0.0899
C -2.8333 9.5569 6.1726 0.0378
N -2.8292 8.6139 7.3235 -0.4232
O -1.8261 8.6076 8.0466 0.0535
O -3.8331 7.9066 7.4685 0.0350
H -1.8928 10.1121 6.1675 0.0970
H -2.9362 8.9642 5.2614 0.0980
H -3.6800 10.2336 6.3041 0.1005
C -8.4677 4.8767 6.3032 0.0540
N -7.2881 4.2462 5.6515 -0.3924
O -6.3218 4.9763 5.4017 0.0128
O -7.3654 3.0360 5.4092 0.0597
H -8.2613 5.9382 6.4562 0.1000
H -9.3228 4.7420 5.6379 0.1044
H -8.6246 4.3727 7.2590 0.1062
C 4.7963 -0.8032 -7.9976 0.0452
N 4.0214 -1.6859 -8.9109 -0.4031
O 4.5101 -2.7891 -9.1814 0.0717
O 2.9443 -1.2465 -9.3304 0.0202
H 5.7167 -1.3149 -7.7085 0.1003
H 5.0208 0.1170 -8.5408 0.1050
H 4.1734 -0.6062 -7.1227 0.0837
C -4.8847 -0.0763 5.6627 0.0396
N -4.5650 0.8817 6.7553 -0.4056
O -3.3700 1.1126 6.9740 0.0357
O -5.5227 1.3748 7.3627 0.0444
H -3.9517 -0.4292 5.2181 0.0715
H -5.4397 -0.9064 6.1043 0.1063
H -5.4870 0.4559 4.9237 0.1031
C 2.7370 -0.1475 4.1045 0.0439
N 2.7555 -0.9299 2.8391 -0.4183
O 3.8506 -1.0871 2.2868 0.0555
O 1.6701 -1.3640 2.4359 0.0266
H 3.7554 0.1702 4.3383 0.0989
H 2.0896 0.7176 3.9475 0.1015
H 2.3465 -0.7989 4.8890 0.0909
C -0.9027 -1.7219 5.8902 0.0415
N -1.9582 -2.7688 5.8291 -0.4056
O -1.5872 -3.9385 5.6772 0.0678
O -3.1295 -2.3867 5.9354 0.0308
H 0.0741 -2.1986 5.7838 0.0886
H -1.0828 -1.0242 5.0699 0.1036
H -0.9863 -1.2259 6.8593 0.1031
```

Calculated values
Kohn-Sham gap in eV: 8.5242
HOMO level in eV: -9.10

***

A structure of composition C7H12N4O3SZn. Source: the OMol25 dataset; level of theory: ωB97M-V/def2-TZVPD.

```
28
Properties=species:S:1:pos:R:3:nbo_charge:R:1
Zn -0.0424 -0.1043 1.3766 1.5956
O -0.8627 0.7139 -0.2396 -0.7404
C -0.6981 0.5109 -1.4619 0.7303
O 1.0000 -1.2429 0.1279 -0.7370
C 0.9001 -1.3013 -1.0970 0.9513
O 1.5928 -2.1651 -1.7938 -0.4032
N 0.1096 -0.5104 -1.9189 -0.4549
C 1.2260 -2.1045 -3.2066 -0.0835
C 0.3770 -0.8399 -3.3341 -0.2458
H 0.6801 -3.0148 -3.4310 0.2291
H 2.1457 -2.0724 -3.7774 0.2416
H -0.5467 -1.0301 -3.8696 0.2446
H 0.9162 -0.0257 -3.8106 0.2398
C -1.3503 1.3403 -2.4611 -0.3743
C -1.4630 2.6616 -2.3074 -0.1812
H -1.7308 0.8702 -3.3545 0.2505
H -1.0777 3.1694 -1.4356 0.2116
H -1.9392 3.2679 -3.0637 0.2414
N 0.9344 0.9963 2.4360 -0.7894
N 0.5304 0.6516 3.7249 -0.4611
C -0.4763 -0.3442 3.9832 0.2668
N -0.7924 -0.6689 5.3264 -0.7462
S -1.2897 -1.1212 2.7782 -0.1757
H 0.7320 2.0102 2.2850 0.4363
H 1.9593 0.8109 2.3513 0.4381
H 0.9756 1.1245 4.5259 0.4277
H -1.5080 -1.3784 5.5424 0.4580
H -0.3028 -0.2047 6.1048 0.4303
```

Calculated values
Kohn-Sham gap in eV: 10.0408
HOMO level in eV: -16.80
Total charge: +2
Energy above the lowest of the compared OMol25 structures with the same formula, charge and spin in kcal per mole: 0.0

***

The molecule C26H22N2O4S. Source: the OMol25 dataset; level of theory: ωB97M-V/def2-TZVPD.

```
55
Properties=species:S:1:pos:R:3:nbo_charge:R:1
C -1.6140 -0.6462 -0.0544 -0.2562
O -0.5821 -0.0260 0.6701 -0.5396
C -0.7941 0.2945 1.9789 0.4139
C -2.0199 0.1616 2.6173 -0.3272
C -2.1712 0.5358 3.9422 -0.1670
C -1.1037 1.0625 4.6448 -0.2497
C 0.1181 1.2035 4.0147 -0.1572
C 0.3085 0.8046 2.6946 -0.1795
C 1.6256 0.9905 2.0955 -0.0887
C 2.2696 0.1791 1.2433 -0.0789
C 3.5606 0.6084 0.5951 -0.5190
C 3.2166 1.5842 -0.5364 0.6951
O 3.5518 2.7498 -0.5192 -0.6383
N 2.5105 1.0074 -1.5252 -0.6371
C 1.8485 1.7941 -2.5437 -0.2455
C 0.3928 2.0002 -2.2027 -0.0281
C 0.0603 2.6371 -1.0151 -0.2014
C -1.2608 2.8274 -0.6251 -0.2708
C -2.2334 2.3612 -1.4759 0.2782
C -1.9092 1.7240 -2.6727 0.2178
C -0.6056 1.5238 -3.0548 -0.2603
O -3.0621 1.3516 -3.3185 -0.4820
C -4.1219 1.8096 -2.5081 0.2374
O -3.6003 2.3987 -1.3372 -0.4969
C 1.7643 -1.1168 0.8344 0.1479
N 1.8221 -1.5618 -0.3703 -0.4891
C 1.3081 -2.8170 -0.4926 0.0717
C 1.1960 -3.5439 -1.6746 -0.1928
C 0.6474 -4.8074 -1.6266 -0.2163
C 0.2104 -5.3576 -0.4229 -0.2095
C 0.3114 -4.6539 0.7612 -0.2457
C 0.8590 -3.3827 0.7216 -0.1435
S 1.1069 -2.2541 2.0205 0.3826
H -1.2056 -0.8236 -1.0486 0.2108
H -1.9005 -1.6031 0.3968 0.1811
H -2.4943 -0.0030 -0.1356 0.1805
H -2.8717 -0.2308 2.0851 0.2233
H -3.1333 0.4187 4.4178 0.2140
H -1.2218 1.3641 5.6741 0.2162
H 0.9597 1.6111 4.5555 0.2129
H 2.1266 1.9076 2.3813 0.2137
H 4.1961 1.1319 1.3093 0.2437
H 4.0947 -0.2495 0.1876 0.2369
H 2.1904 0.0520 -1.3818 0.4314
H 2.3662 2.7577 -2.5795 0.2419
H 1.9498 1.2936 -3.5100 0.1977
H 0.8518 2.9957 -0.3765 0.2293
H -1.5141 3.3142 0.3017 0.2301
H -0.3702 1.0238 -3.9800 0.2238
H -4.7164 2.5545 -3.0631 0.1551
H -4.7707 0.9616 -2.2369 0.1555
H 1.5386 -3.1091 -2.6002 0.2234
H 0.5540 -5.3832 -2.5351 0.2171
H -0.2141 -6.3501 -0.4151 0.2170
H -0.0255 -5.0766 1.6949 0.2206
```

Calculated values
Kohn-Sham gap in eV: 7.8694
HOMO level in eV: -7.97
Energy above the lowest of the compared OMol25 structures with the same formula, charge and spin in kcal per mole: 29.0
SMILES: COc1ccccc1/C=C(/CC(=O)NCc1ccc2c(c1)OCO2)c1nc2ccccc2s1

***

For reference, max |F| by record: 4.27; 9.33; 4.54; 1.26 eV/Å.